[1]
Here is C48H56AlN3P2S as an isolated structure from the Open Molecules 2025 dataset. Energies are from ωB97M-V/def2-TZVPD.

Positions of all 111 atoms, in Å:
S  4.521  1.430  0.341
P  -1.827  -1.738  -0.025
P  2.520  1.425  -0.002
Al  0.052  -0.204  -0.197
N  -0.494  1.667  0.478
N  2.388  3.931  0.833
N  1.868  -0.014  0.421
C  -2.265  -1.820  3.492
C  -3.753  -2.268  -2.172
C  3.034  1.214  -2.687
C  -0.912  -5.786  -0.711
C  -2.519  2.967  0.506
C  0.590  2.161  3.345
C  3.413  -1.724  -0.625
C  1.705  2.673  1.087
C  4.080  5.505  0.310
C  -4.900  -1.280  -2.372
C  -1.838  1.778  0.438
C  5.989  3.609  -0.242
C  3.726  4.154  0.444
C  3.588  -2.623  -1.670
C  0.391  -5.006  1.299
C  -2.460  -0.098  -2.274
C  1.198  3.119  -3.521
C  0.475  -5.723  -0.046
C  0.231  2.789  0.693
C  2.982  2.213  3.235
C  -3.512  0.161  2.627
C  0.659  1.978  4.719
C  -2.431  -1.558  -1.790
C  -4.078  -0.642  1.428
C  -1.771  4.129  0.616
C  3.047  2.006  4.604
C  2.288  1.920  -1.737
C  1.752  2.285  2.583
C  -0.951  -3.366  -0.093
C  1.377  -2.136  -2.518
C  4.711  3.210  0.152
C  2.833  1.436  -4.038
C  1.898  2.372  -4.457
C  -3.092  -0.033  -3.661
C  1.171  -1.224  -1.490
C  -1.818  -4.614  -0.288
C  2.586  -2.816  -2.614
C  -4.600  -0.320  -3.537
C  2.215  -1.033  -0.569
C  0.035  -3.530  1.085
C  1.887  1.899  5.354
C  -2.151  -0.349  3.097
C  5.343  5.899  -0.070
C  -0.398  4.027  0.737
C  -3.002  -2.670  2.429
C  1.393  2.902  -2.166
C  6.315  4.942  -0.346
C  -3.296  -1.931  1.113
H  -4.963  -0.744  -4.473
H  -2.255  5.096  0.632
H  -5.073  -0.721  -1.448
H  -1.435  0.311  -2.289
H  2.742  -3.517  -3.425
H  -5.145  0.613  -3.382
H  -3.593  -2.801  -3.111
H  -3.937  -2.572  0.505
H  0.943  -2.962  0.855
H  -0.798  -5.787  -1.797
H  -1.614  -2.045  -2.331
H  0.867  -6.730  0.089
H  3.323  6.253  0.520
H  -1.388  -0.222  2.322
H  -4.196  0.074  3.472
H  -0.371  -5.490  1.916
H  4.192  -1.567  0.111
H  -4.172  -0.020  0.533
H  -2.345  -4.866  0.633
H  -2.366  0.842  0.364
H  1.335  -5.084  1.838
H  4.519  -3.170  -1.751
H  2.074  4.672  1.440
H  -5.095  -0.955  1.671
H  -1.813  0.234  3.955
H  6.731  2.847  -0.445
H  1.181  -5.187  -0.688
H  -3.978  -2.963  2.822
H  3.779  0.498  -2.367
H  -0.353  -3.263  -1.001
H  1.734  2.542  -5.513
H  4.016  1.944  5.082
H  1.938  1.771  6.427
H  -4.040  -3.020  -1.438
H  -5.815  -1.835  -2.576
H  0.607  -2.316  -3.261
H  -2.934  0.949  -4.108
H  0.189  4.924  0.857
H  0.887  3.532  -1.454
H  -0.258  1.909  5.289
H  -1.273  -2.226  3.696
H  0.512  3.891  -3.845
H  -3.060  0.533  -1.617
H  -1.412  -6.718  -0.445
H  5.574  6.952  -0.152
H  7.313  5.240  -0.634
H  -0.390  2.221  2.890
H  -3.599  2.989  0.462
H  -2.570  -4.453  -1.060
H  3.904  2.349  2.694
H  -2.463  -3.596  2.238
H  -2.819  -1.877  4.429
H  3.412  0.879  -4.762
H  -2.614  -0.766  -4.314
H  -3.462  1.225  2.387
H  -0.368  -3.115  2.011

Output
M   795.99 g mol⁻¹
Frontier orbital gap   7.2074 eV
Charge   +2
E_LUMO   -5.80 eV



[2]
Here is C48H56BF2N5O4SZn as an isolated structure from the Open Molecules 2025 dataset. Energies are from ωB97M-V/def2-TZVPD.

Positions of all 118 atoms, in Å:
Zn  -1.115  0.413  -0.557
S  -0.360  2.541  -4.789
F  0.045  3.922  -2.653
F  1.427  2.141  -2.688
O  -2.939  1.221  -1.541
O  -0.613  1.286  -5.530
O  -1.628  -2.492  -0.762
O  0.222  3.582  -5.654
N  -0.871  1.739  -2.164
N  -2.920  1.517  2.127
N  0.496  -1.824  -1.090
N  -2.804  0.383  1.295
N  0.541  0.644  0.872
C  0.556  1.207  2.124
C  1.130  -5.452  -1.584
C  1.590  -1.079  -0.589
C  1.484  3.479  0.253
C  1.060  -4.208  -0.971
C  3.779  -0.573  -0.101
C  0.866  -5.587  -2.931
C  0.977  -1.095  3.178
C  -1.211  -1.530  -3.973
C  -0.807  -1.566  -0.723
C  0.325  3.633  1.235
C  -2.789  2.671  -3.393
C  -2.084  3.107  -4.508
C  0.418  0.902  4.537
C  -0.294  -1.903  3.454
C  0.107  3.068  3.617
C  2.981  0.219  0.739
C  5.015  -2.211  -1.852
C  2.951  -1.384  -0.928
C  -1.024  3.649  0.520
C  -4.761  3.769  -4.253
C  -5.251  1.067  2.730
C  3.609  1.055  1.626
C  2.692  -4.651  0.886
C  0.328  2.594  2.334
C  5.800  -1.425  -1.042
C  0.204  -4.878  1.261
C  0.227  -2.042  -4.067
C  5.786  0.299  0.822
C  -2.702  3.887  -5.465
C  -2.164  1.839  -2.318
C  1.304  -4.118  0.518
C  3.613  -2.225  -1.809
C  0.508  -3.193  -3.116
C  -4.041  4.220  -5.349
C  2.114  -1.504  4.119
C  0.115  2.239  4.725
C  -3.429  0.560  4.387
C  0.571  -4.463  -3.679
C  1.568  -0.078  0.390
C  0.667  0.383  3.279
C  -3.868  1.485  3.239
C  -4.137  3.010  -3.280
C  5.169  -0.566  -0.107
C  -3.918  2.932  3.742
C  5.017  1.079  1.649
C  1.207  -0.876  -3.948
C  0.733  -3.078  -1.732
B  0.134  2.547  -2.834
H  0.893  -6.565  -3.398
H  -0.066  4.128  3.758
H  -5.269  0.012  2.472
H  -2.934  3.225  4.101
H  0.347  -2.455  -5.079
H  -2.430  0.838  4.717
H  2.878  -4.519  1.950
H  1.811  -1.457  5.164
H  -0.990  4.311  -0.339
H  3.060  1.685  2.307
H  1.398  2.562  -0.313
H  1.306  -1.316  2.161
H  -1.995  1.758  2.468
H  5.496  -2.862  -2.574
H  -0.767  -4.492  0.960
H  0.368  -4.577  -4.738
H  1.476  4.305  -0.453
H  2.441  3.477  0.775
H  -1.815  3.975  1.193
H  2.427  -2.525  3.906
H  5.506  1.741  2.352
H  3.460  -4.113  0.334
H  -1.270  2.654  0.165
H  -4.681  2.664  -2.413
H  1.094  -0.351  -3.006
H  -2.093  4.231  -6.289
H  6.878  -1.445  -1.129
H  0.316  -4.758  2.337
H  -4.528  4.823  -6.107
H  1.000  -0.157  -4.739
H  1.367  -6.329  -0.994
H  -4.190  3.590  2.920
H  2.774  -5.712  0.658
H  1.254  -3.071  0.823
H  -4.117  0.647  5.226
H  -5.508  1.643  1.846
H  -1.922  -2.339  -4.130
H  -1.016  -1.712  2.663
H  0.447  4.612  1.728
H  -5.811  4.017  -4.157
H  0.462  0.250  5.401
H  -3.578  0.366  0.639
H  -1.404  -1.087  -3.002
H  2.972  -0.849  3.977
H  2.236  -1.220  -4.042
H  -4.640  3.045  4.548
H  6.868  0.342  0.879
H  -0.079  -2.968  3.469
H  -1.355  -0.756  -4.723
H  -3.406  -0.479  4.064
H  -0.730  -1.627  4.413
H  0.246  -5.942  1.034
H  -2.781  -0.502  1.806
H  -6.004  1.242  3.496
H  3.084  -2.883  -2.478
H  -0.090  2.629  5.713

Output
M   913.27 g mol⁻¹
Frontier orbital gap   5.3852 eV
Charge   -2
Energy relative to the best compared isomer or geometry (same formula, charge and spin)   0.00 kJ/mol
E_LUMO   4.01 eV